(1)
{
  "formula": "C5H8N2O2",
  "method": "wB97M-V/def2-TZVPD",
  "spin_multiplicity": 1,
  "charge": 0,
  "relative_energy_ev": 9.341,
  "total_energy_ev": -12381.595,
  "homo_energy_ha": -0.304,
  "lumo_ev": 0.1,
  "elements": ["C", "C", "C", "C", "C", "H", "H", "H", "H", "H", "H", "H", "H", "N", "N", "O", "O"],
  "positions_angstrom": [[0.747, -1.646, -1.072], [-0.973, -1.497, 0.253], [-0.696, 0.999, 0.208], [0.191, 2.129, 0.984], [0.408, 1.207, -0.877], [0.819, -1.793, -2.260], [1.573, -2.454, -0.636], [1.296, -0.704, -0.445], [-1.925, -2.168, 1.160], [-1.056, -0.477, 1.690], [-1.849, 1.519, 0.082], [-0.385, 2.837, 1.482], [1.209, 1.510, 1.453], [-0.381, -2.163, -0.675], [-0.535, -0.337, 0.879], [0.535, 2.509, -0.416], [1.021, 0.531, -1.811]],
  "forces_ev_per_angstrom": [[9.47, -0.79, -1.03], [-1.71, -4.40, 0.79], [-0.10, -0.58, 2.35], [2.03, -5.01, -2.95], [0.46, -1.36, -4.33], [0.42, 1.12, 2.73], [-1.55, 1.10, -1.46], [-1.96, -3.23, -2.06], [2.56, 1.85, -3.30], [-0.69, 1.32, 2.10], [3.26, -1.91, -0.25], [-0.27, 1.43, 1.09], [-3.23, 2.39, -0.75], [-6.67, -0.08, 4.12], [-0.51, 1.15, -1.36], [2.22, 0.09, -0.32], [-3.72, 6.90, 4.64]],
  "lowdin_charge": [-0.284, -0.250, -0.153, -0.037, -0.326, 0.136, 0.130, 0.129, 0.192, 0.061, 0.217, 0.081, 0.204, -0.045, -0.026, -0.026, -0.005]
}

***

(2)
{
  "formula": "C5H8N2O2PS",
  "method": "wB97M-V/def2-TZVPD",
  "spin_multiplicity": 1,
  "charge": -1,
  "total_energy_ev": -32514.966,
  "homo_energy_ha": -0.154,
  "lumo_ev": 2.9,
  "elements": ["C", "C", "C", "C", "C", "N", "N", "O", "O", "P", "S", "H", "H", "H", "H", "H", "H", "H", "H"],
  "positions_angstrom": [[-0.608, 0.910, -0.434], [0.306, 0.000, -0.011], [-2.007, -0.613, 0.336], [-0.373, 2.133, -1.127], [-3.359, -1.164, 0.774], [-1.910, 0.510, -0.253], [3.170, -1.597, -0.148], [4.039, 0.260, 1.661], [4.586, 0.668, -0.782], [3.752, 0.021, 0.238], [-0.473, -1.318, 0.750], [-0.867, 2.115, -2.153], [-0.855, 2.903, -0.577], [0.694, 2.304, -1.148], [-3.911, -1.823, 0.040], [-3.315, -1.656, 1.786], [-3.923, -0.256, 0.788], [2.209, -1.215, -0.389], [2.844, -2.181, 0.648]],
  "forces_ev_per_angstrom": [[-0.30, -3.12, 0.71], [2.86, 0.21, 0.18], [-1.10, -1.77, 0.97], [-0.07, 1.01, -2.03], [0.19, -0.64, -0.24], [-1.05, 0.92, -0.21], [-1.46, 2.10, 0.11], [-0.92, -0.02, 0.07], [-1.24, -0.10, -0.79], [1.52, -2.29, 1.32], [-0.45, 0.55, -0.53], [0.86, 0.12, 0.99], [-0.37, 1.15, 0.38], [0.18, 0.28, -0.42], [0.98, 0.37, 0.67], [-0.12, 0.49, -1.05], [-0.84, 0.40, 0.53], [0.34, -0.59, -0.73], [0.99, 0.94, 0.06]],
  "lowdin_charge": [-0.589, -0.449, -0.723, -0.108, -0.115, 0.038, -0.124, -0.352, -0.335, 0.498, 0.872, 0.095, 0.052, 0.064, 0.073, 0.070, 0.041, -0.048, 0.041]
}

***

(3)
{
  "formula": "C5H8N2O2S",
  "method": "wB97M-V/def2-TZVPD",
  "spin_multiplicity": 1,
  "charge": 0,
  "relative_energy_ev": 7.679,
  "total_energy_ev": -23218.419,
  "homo_energy_ha": -0.299,
  "lumo_ev": -2.3,
  "elements": ["H", "N", "N", "O", "C", "C", "C", "H", "H", "H", "H", "H", "H", "H", "O", "C", "C", "S"],
  "positions_angstrom": [[-1.697, 2.296, -0.053], [-1.634, 1.451, 0.649], [-0.691, 0.822, 0.996], [0.540, 1.380, 0.560], [1.689, 0.666, 0.945], [1.699, -0.774, 0.493], [1.583, -0.783, -1.011], [1.807, 0.498, 2.050], [2.456, 1.354, 0.605], [2.650, -1.246, 0.709], [0.733, -1.268, 0.968], [0.976, -1.691, -1.315], [1.059, 0.128, -1.523], [2.594, -0.793, -1.195], [-3.406, 1.119, -1.739], [-3.355, 0.111, -1.118], [-3.387, -0.955, -0.402], [-3.616, -2.315, 0.382]],
  "forces_ev_per_angstrom": [[1.54, -1.56, 1.52], [-3.22, 1.26, -1.44], [2.05, 0.23, 0.28], [-0.83, 0.40, -0.26], [0.35, -0.89, 2.47], [-3.00, 0.35, -0.22], [-3.61, -0.07, -0.85], [-0.38, 1.25, -0.47], [0.55, -0.47, -0.20], [-0.22, -0.30, 0.81], [2.36, 0.73, -0.56], [1.28, 0.88, -0.18], [1.01, -1.53, 1.27], [2.12, -0.29, -2.16], [0.25, -1.14, 0.40], [-0.27, 1.33, -0.20], [-0.29, -0.98, 0.18], [0.31, 0.82, -0.39]],
  "lowdin_charge": [0.140, 0.064, -0.026, -0.148, -0.269, -0.270, -0.128, 0.124, 0.125, 0.106, 0.139, 0.092, 0.110, 0.032, 0.117, -0.309, -0.641, 0.741]
}

***

(4)
{
  "formula": "C5H8N2O4",
  "method": "wB97M-V/def2-TZVPD",
  "spin_multiplicity": 1,
  "charge": 0,
  "relative_energy_ev": 3.676,
  "total_energy_ev": -16481.498,
  "homo_energy_ha": -0.378,
  "lumo_ev": 0.3,
  "elements": ["C", "C", "N", "C", "O", "C", "N", "O", "O", "C", "O", "H", "H", "H", "H", "H", "H", "H", "H"],
  "positions_angstrom": [[0.615, -0.213, 1.473], [0.456, 0.601, 0.193], [-0.439, 1.745, 0.162], [-1.502, 1.698, -0.715], [-2.492, 2.423, -0.759], [-1.040, 0.621, -1.850], [-2.298, -0.137, -2.284], [-2.526, -0.020, -3.449], [-2.964, -0.715, -1.438], [-0.047, -0.317, -1.011], [1.037, -0.710, -1.729], [-0.295, -0.486, 1.924], [1.098, 0.190, 2.383], [1.017, -1.189, 1.291], [1.469, 0.798, -0.148], [-0.456, 2.625, 0.746], [-0.731, 1.220, -2.673], [-0.780, -1.107, -0.705], [0.670, -1.256, -2.472]],
  "forces_ev_per_angstrom": [[-0.28, 0.33, 1.04], [0.43, -1.25, -0.86], [-1.34, 1.54, 0.47], [-0.15, 0.14, -1.13], [2.04, -1.40, 0.18], [-1.53, -0.20, 3.73], [1.15, 0.97, 1.42], [-0.90, -0.46, -1.34], [0.49, 0.13, -0.63], [-2.87, 2.33, 0.33], [0.32, -1.70, -1.68], [-1.96, -0.13, 0.13], [0.51, 0.48, -1.01], [0.86, -0.36, -0.53], [0.10, 0.83, -0.01], [0.46, -1.89, -0.47], [0.67, -0.03, -0.75], [1.06, 0.12, 0.28], [0.94, 0.55, 0.83]],
  "lowdin_charge": [-0.044, -0.266, 0.111, -0.383, 0.075, -0.003, -0.382, 0.101, 0.082, -0.299, 0.008, 0.059, 0.089, 0.078, 0.138, 0.188, 0.148, 0.159, 0.141]
}

***

(5)
{
  "formula": "C5H8N2S",
  "method": "wB97M-V/def2-TZVPD",
  "spin_multiplicity": 1,
  "charge": 0,
  "relative_energy_ev": 2.188,
  "total_energy_ev": -19128.233,
  "homo_energy_ha": -0.293,
  "lumo_ev": 0.8,
  "elements": ["N", "N", "C", "C", "C", "C", "S", "C", "H", "H", "H", "H", "H", "H", "H", "H"],
  "positions_angstrom": [[-2.920, -0.159, -0.642], [-1.917, -0.971, -0.363], [-0.771, -0.422, -0.126], [-0.372, 0.998, -0.226], [0.911, 1.231, 0.030], [1.531, -0.068, 0.382], [2.863, -0.527, -0.749], [0.402, -1.122, 0.482], [-3.807, -0.580, -0.609], [-2.849, 0.764, -0.219], [-1.105, 1.777, -0.563], [1.513, 2.171, -0.066], [1.993, 0.063, 1.354], [3.855, 0.194, -0.187], [0.559, -2.086, 0.004], [0.114, -1.262, 1.496]],
  "forces_ev_per_angstrom": [[-0.26, 2.10, -0.72], [2.63, -0.59, 0.96], [-0.77, 0.25, -0.18], [-2.10, 1.72, -0.84], [-0.16, 0.14, -0.48], [1.04, -0.35, 1.18], [0.49, -0.28, -0.40], [-0.09, 0.29, -1.29], [-0.97, -0.51, 0.19], [-0.43, -0.29, -0.21], [0.92, -0.67, 0.32], [-0.89, -1.02, 0.15], [0.24, -0.31, 0.24], [-0.27, -0.08, -0.05], [0.43, -0.02, 0.10], [0.19, -0.37, 1.03]],
  "lowdin_charge": [-0.008, -0.008, -0.312, -0.048, -0.120, -0.686, 0.747, -0.137, 0.068, 0.081, 0.111, 0.130, 0.095, -0.138, 0.114, 0.110]
}

***

(6)
{
  "formula": "C5H8N2S",
  "method": "wB97M-V/def2-TZVPD",
  "spin_multiplicity": 1,
  "charge": 0,
  "relative_energy_ev": 2.765,
  "total_energy_ev": -19127.656,
  "homo_energy_ha": -0.341,
  "lumo_ev": 0.7,
  "elements": ["S", "C", "C", "N", "N", "C", "C", "C", "H", "H", "H", "H", "H", "H", "H", "H"],
  "positions_angstrom": [[2.748, 0.286, -0.228], [1.396, -0.704, 0.508], [0.063, -0.281, 0.134], [-0.752, -1.097, -0.414], [-2.024, -0.493, -0.730], [-2.689, -0.154, 0.539], [-1.968, 0.871, -0.182], [-0.545, 1.128, 0.252], [3.781, -0.400, 0.376], [1.636, -0.709, 1.613], [1.460, -1.753, 0.142], [-2.254, -0.625, 1.470], [-3.764, -0.257, 0.430], [-2.419, 1.705, -0.768], [-0.039, 1.827, -0.411], [-0.479, 1.616, 1.298]],
  "forces_ev_per_angstrom": [[0.52, -0.21, 0.10], [1.88, -1.78, 1.17], [-2.16, 1.59, -0.49], [0.25, -0.37, -0.09], [0.90, -0.29, 0.19], [-0.79, -1.44, 1.09], [0.75, 1.80, -0.68], [0.45, 0.50, 1.72], [-0.81, 0.44, -0.37], [-0.83, 0.09, -1.08], [0.19, 0.66, 0.33], [-0.48, 0.74, -1.15], [0.05, 0.27, 0.30], [-0.04, -1.01, 0.58], [0.08, 0.02, -0.17], [0.03, -1.01, -1.46]],
  "lowdin_charge": [0.672, -0.526, -0.410, 0.104, -0.039, -0.111, -0.289, -0.094, -0.123, 0.095, 0.087, 0.137, 0.100, 0.148, 0.101, 0.147]
}

***

(7)
{
  "formula": "C5H8N2S",
  "method": "wB97M-V/def2-TZVPD",
  "spin_multiplicity": 1,
  "charge": 0,
  "relative_energy_ev": 0.762,
  "total_energy_ev": -19129.660,
  "homo_energy_ha": -0.281,
  "lumo_ev": 0.8,
  "elements": ["C", "N", "C", "N", "C", "C", "C", "S", "H", "H", "H", "H", "H", "H", "H", "H"],
  "positions_angstrom": [[-1.979, -1.081, 0.455], [-0.940, -1.048, -0.567], [0.172, -0.233, -0.247], [1.423, -0.730, -0.183], [2.318, 0.312, 0.109], [1.594, 1.472, 0.187], [0.225, 1.145, -0.063], [-1.151, 2.240, -0.073], [-2.832, -1.650, 0.100], [-2.289, -0.064, 0.714], [-1.644, -1.559, 1.372], [-0.638, -1.997, -0.824], [1.678, -1.725, -0.163], [3.371, 0.067, 0.215], [1.995, 2.470, 0.357], [-1.303, 2.381, -1.390]],
  "forces_ev_per_angstrom": [[-0.15, 0.09, 0.30], [0.73, -0.24, -0.03], [-1.12, 0.13, -0.48], [1.12, -0.18, 0.46], [-0.09, -0.55, -0.14], [0.38, -0.05, -0.11], [0.05, -0.60, 0.07], [0.13, 0.08, 0.27], [-0.16, 0.08, -0.20], [-0.01, -0.28, -0.27], [0.17, -0.11, 0.31], [-0.23, 0.73, 0.16], [-0.34, 0.98, -0.07], [-0.34, 0.34, -0.01], [-0.18, -0.40, -0.01], [0.03, -0.02, -0.25]],
  "lowdin_charge": [-0.124, -0.034, -0.374, 0.065, -0.125, -0.116, -0.597, 0.768, 0.076, 0.039, 0.075, 0.120, 0.164, 0.103, 0.102, -0.141]
}